C16H20N4O3S in the gas phase. Source: OMol25; level of theory: ωB97M-V/def2-TZVPD.

The geometry in XYZ format:
```
44
Properties=species:S:1:pos:R:3:forces:R:3
C 7.452087 0.109866 -4.852730 0.0070 0.0932 -0.0562
C 6.364421 -0.117814 -3.859627 -0.1749 0.0029 0.1220
C 5.344751 0.817553 -3.646423 0.1193 -0.0771 -0.0510
N 4.384899 0.616497 -2.766807 -0.0669 -0.1847 0.1731
C 4.413527 -0.524788 -2.072777 0.5181 -0.0515 -0.3755
C 3.331975 -0.763791 -1.067982 -0.2357 0.1808 0.0508
O 3.280117 -1.774499 -0.399599 0.0747 -0.1225 0.0291
N 2.457984 0.278400 -1.025881 0.1696 0.2780 -0.3008
C 1.332534 0.457061 -0.232794 -0.3468 -0.1157 0.3400
C 0.588647 1.627201 -0.411337 -0.0053 -0.1357 0.0661
C -0.538601 1.855255 0.351577 0.0503 0.0972 -0.0335
C -0.921154 0.921154 1.295632 -0.3669 0.0890 0.4662
S -2.406962 1.200572 2.241343 -0.0975 0.0345 -0.6227
O -2.330999 0.455056 3.464450 0.0875 -0.2854 -0.2446
O -2.670107 2.611541 2.294480 0.0426 -0.0642 -0.3045
N -3.548428 0.523850 1.214252 0.4323 0.5914 0.4408
C -4.204810 -0.694278 1.635562 -0.1031 -0.3222 0.5036
C -5.248294 -0.504960 2.746369 -0.1017 -0.1297 -0.1555
C -6.368993 0.432403 2.301325 0.2843 -0.1104 0.1211
C -5.815563 -1.864052 3.148188 0.1870 0.2780 -0.0186
C -0.193563 -0.237003 1.486294 -0.0442 0.0746 0.0548
C 0.935069 -0.477286 0.724650 0.0864 -0.0834 -0.0470
C 5.425048 -1.458057 -2.283625 -0.4847 0.1313 0.3079
N 6.385660 -1.251084 -3.167541 0.2780 -0.0384 -0.1930
H 8.021456 0.999630 -4.588477 0.0840 0.0562 -0.0458
H 7.031562 0.263366 -5.845129 0.0399 0.0240 -0.0992
H 8.114666 -0.750222 -4.868435 0.0179 0.0004 -0.0176
H 5.302921 1.747526 -4.198021 0.0939 0.0394 -0.0969
H 2.684463 1.024823 -1.677945 -0.0196 -0.1837 0.1345
H 0.903913 2.351414 -1.148533 0.0169 0.0895 -0.0669
H -1.123920 2.753977 0.242854 -0.0013 0.1542 -0.0940
H -4.189217 1.236100 0.900252 0.0184 0.2752 -0.0231
H -3.413493 -1.354563 1.993608 -0.1334 -0.2151 -0.0689
H -4.669162 -1.147695 0.753454 0.0595 -0.0212 0.0504
H -4.734131 -0.063019 3.604806 -0.0477 -0.0543 -0.0463
H -7.128092 0.500751 3.076922 -0.0980 0.0646 0.0316
H -6.839974 0.061053 1.392096 -0.1071 -0.0300 -0.1173
H -5.990960 1.436120 2.117560 -0.0639 0.1483 -0.0311
H -6.532114 -1.750944 3.957844 -0.0893 -0.0477 0.0723
H -5.021156 -2.525624 3.483883 0.0617 -0.1488 0.0522
H -6.321179 -2.330162 2.304336 -0.0900 -0.1021 -0.0916
H -0.512367 -0.933372 2.245038 0.0439 -0.1506 0.0851
H 1.514362 -1.375137 0.862341 -0.0080 -0.0049 0.0199
H 5.453176 -2.382818 -1.725454 -0.0873 -0.0238 0.0799
```
Positions in Å, forces in eV/Å.

Its energy above the lowest of the compared OMol25 structures with the same formula, charge and spin is 1.1715 eV. As for the charge: 0. The value obtained for the calculated total energy is -39855.263 eV.